Model A:
Formula: C5H9O
Source: the OMol25 dataset
Level of theory: wB97M-V/def2-TZVPD

Atoms and positions in Å:
C 0.1359 -1.9910 -0.7983
C 1.0442 0.8385 2.4888
C 0.6554 -0.6807 -0.9282
C -1.4445 0.6058 -0.8963
C 0.0439 0.5000 -0.8172
O 0.4819 1.1688 1.4549
H 0.7129 -2.8131 -1.0118
H -0.9234 -2.1681 -0.7032
H 1.4213 1.6265 3.1695
H 1.0824 -0.2707 2.8845
H 1.7003 -0.5432 -1.1672
H -1.9661 -0.2590 -1.0138
H -1.7496 1.3427 -1.7596
H -1.6810 1.1888 -0.0178
H 0.4863 1.4546 -0.8841

As for the total charge: +1. For the lowest unoccupied orbital energy (spin up / spin down), the calculation gives -6.7 / -6.7 eV.

Model B:
Formula: C5H9O
Source: the OMol25 dataset
Level of theory: wB97M-V/def2-TZVPD

Atoms and positions in Å:
C 2.7416 0.1508 0.0383
C -0.1785 -0.6823 -0.8670
C -1.9225 -0.1667 0.6184
C 3.7001 0.0447 0.8641
C -2.6748 0.7428 -0.3287
O -0.7765 -0.7737 0.3533
H 1.8014 -0.0971 -0.4968
H 0.5763 -1.3828 -1.1371
H -2.3783 -0.3184 1.6541
H -0.7358 -0.2567 -1.7198
H 4.5432 0.7295 1.0868
H 3.6723 -0.6600 1.6668
H -1.9975 1.3720 -0.9744
H -3.0641 -0.0245 -1.0569
H -3.3070 1.3224 0.2991

As for the total charge: +1. For the lowest unoccupied orbital energy (spin up / spin down), the calculation gives -6.8 / -5.8 eV.

It is model A that is most stable; the runner-up trails by 92.0 kcal/mol.

Model A:
Formula: C3H7N2O
Source: the OMol25 dataset
Level of theory: wB97M-V/def2-TZVPD

Atoms and positions in Å:
C -1.8564 -1.0805 0.9283
C -0.4235 1.5277 0.5022
C 0.1837 -1.3919 -0.2474
N -1.2277 -1.4380 -0.0859
N 0.5602 0.7868 0.0810
O -2.4998 -0.7772 1.8317
H -1.3193 2.0331 -0.0434
H -0.4901 1.5544 1.6404
H 0.7980 -1.9798 0.5036
H 0.3591 -1.7982 -1.3708
H -1.7534 -1.8621 -0.8935
H 0.7707 0.6108 -0.9060
H 1.2783 0.7750 0.8343

As for the total charge: +1. For the lowest unoccupied orbital energy (spin up / spin down), the calculation gives -4.6 / -4.6 eV.

Model B:
Formula: C3H7N2O
Source: the OMol25 dataset
Level of theory: wB97M-V/def2-TZVPD

Atoms and positions in Å:
C -0.0773 0.8511 -0.4082
C 0.4091 1.5728 0.6779
N 1.1816 0.7941 1.5136
C 0.9241 -0.5236 1.1385
N 0.1757 -0.4765 0.0291
H -0.3730 1.0023 -1.4151
H 0.1905 2.6601 0.8849
H 2.0385 0.9093 2.0204
H 1.2768 -1.1615 1.9491
H -0.7799 -0.9454 -0.0532
H -2.3254 -2.4254 -2.1515
H -2.4347 -0.9031 -2.6732
O -1.8286 -1.5952 -2.2262

As for the total charge: +1. For the lowest unoccupied orbital energy, the calculation gives -4.2 eV.

Model C:
Formula: C3H7N2O
Source: the OMol25 dataset
Level of theory: wB97M-V/def2-TZVPD

Atoms and positions in Å:
C -0.5477 1.3373 1.3089
C -0.0688 -1.1439 -1.0553
C -0.3680 2.5279 1.7708
N 0.0240 -2.3371 -0.4216
N 0.9203 -0.4192 -1.4612
O -0.6594 0.3762 0.6304
H -0.3789 3.2038 0.9390
H -0.9811 -0.7913 -1.5113
H -0.3174 2.9529 2.7376
H -0.8375 -2.8448 -0.1319
H 0.7667 -2.7290 0.1298
H 0.5920 0.4583 -1.8710
H 1.8559 -0.5911 -1.0641

As for the total charge: +1. For the lowest unoccupied orbital energy, the calculation gives -3.5 eV.

It is model C that is most stable; the runner-up trails by 9.5 kcal/mol.

Model A:
Formula: C3H7N2O
Source: the OMol25 dataset
Level of theory: wB97M-V/def2-TZVPD

Atoms and positions in Å:
C -2.8222 0.2108 -0.5468
N -1.9341 0.1813 0.2968
C -0.6573 -0.8101 0.1466
O -0.4391 -1.8632 0.5778
C 0.3585 0.0978 -0.5687
N 1.7304 -0.4396 -0.3307
H -3.5356 1.0452 -0.2976
H -2.9018 -0.1850 -1.4899
H 0.2397 1.0237 0.0169
H 0.0644 0.2737 -1.7055
H 2.3856 0.2217 0.0833
H 2.2402 -0.9710 -1.0348
H 1.5556 -1.2361 0.3779

Its SMILES is C=NC(=O)C[NH3+]. As for the total charge: +1. For the lowest unoccupied orbital energy, the calculation gives -3.9 eV.

Model B:
Formula: C3H7N2O
Source: the OMol25 dataset
Level of theory: wB97M-V/def2-TZVPD

Atoms and positions in Å:
C 1.6995 0.2367 0.1029
C 0.6736 -0.6510 -0.0452
C -1.6208 -0.7950 -0.0650
N 2.9908 -0.0785 0.0634
N -2.7795 0.2441 0.0403
O -0.5635 -0.1258 -0.0437
H 1.2908 1.2401 -0.0922
H 0.9019 -1.7360 -0.1064
H 3.7023 0.7062 -0.0811
H 3.1582 -1.0902 -0.1978
H -2.8372 0.3724 1.1247
H -3.4946 -0.2611 -0.3068
H -2.4592 1.0983 -0.5305

As for the total charge: +1. For the lowest unoccupied orbital energy (spin up / spin down), the calculation gives -4.1 / -4.1 eV.

Model C:
Formula: C3H7N2O
Source: the OMol25 dataset
Level of theory: wB97M-V/def2-TZVPD

Atoms and positions in Å:
C 0.9658 0.2695 -0.4915
C 0.4120 -1.0016 0.1841
C 0.4777 1.4327 0.2585
N -1.0307 -0.9796 0.0531
N -1.6586 0.1343 -0.0117
O -2.8111 0.4415 0.0297
H 2.1051 0.3784 -0.5700
H 0.4905 0.3934 -1.5097
H 0.7006 -1.9972 -0.4092
H 0.6183 -1.1311 1.2143
H 0.4994 1.3833 1.3931
H 0.7479 2.4632 -0.1403
H -1.5169 -1.7869 -0.0003

As for the total charge: +1. For the lowest unoccupied orbital energy (spin up / spin down), the calculation gives -6.5 / -7.0 eV.

Model D:
Formula: C3H7N2O
Source: the OMol25 dataset
Level of theory: wB97M-V/def2-TZVPD

Atoms and positions in Å:
C 1.5251 -0.9174 0.1705
C 0.2243 -0.9529 -0.4970
C -0.2281 0.5487 -0.5541
N 1.9578 0.2018 0.5707
N -1.2677 0.8711 0.6160
O 0.8542 1.3067 -0.1938
H 2.0200 -1.8385 0.4143
H 0.1011 -1.3752 -1.4704
H -0.2824 -1.7199 0.0493
H -0.6297 1.1243 -1.4382
H -2.1618 0.3752 0.3664
H -1.2822 1.8479 0.4558
H -0.8306 0.5283 1.5104

As for the total charge: +1. For the lowest unoccupied orbital energy, the calculation gives -3.9 eV.

It is model A that is most stable; the runner-up trails by 24.3 kcal/mol.

Model A:
Formula: C24H28N4O3
Source: the OMol25 dataset
Level of theory: wB97M-V/def2-TZVPD

Atoms and positions in Å:
C 1.6521 -0.5828 5.2924
O 1.6587 0.7381 4.8017
C 1.0439 1.0003 3.6160
C 0.3666 0.0664 2.8388
C -0.2006 0.4462 1.6342
C -0.1120 1.7518 1.1762
C -0.6754 2.1356 -0.1650
C -2.1428 1.7563 -0.3219
O -2.7862 1.2174 0.5530
N -2.7225 2.0799 -1.5147
C -2.0750 2.6080 -2.6936
C -2.3222 1.6286 -3.8738
N -2.6567 0.3204 -3.3452
C -1.6635 -0.3552 -2.6414
C -0.3059 -0.1238 -2.9063
C 0.6920 -0.7068 -2.1544
C 0.3918 -1.5671 -1.0995
C 1.3845 -2.0437 -0.1515
N 1.0247 -2.9491 0.6812
N 1.8885 -3.3389 1.6518
C 2.9512 -2.6289 2.1178
O 3.5625 -2.9869 3.1037
C 3.2278 -1.3604 1.3439
C 2.7817 -1.4642 -0.1158
C 3.7193 -2.3708 -0.9207
C -0.9547 -1.9054 -0.9236
C -1.9506 -1.3270 -1.6715
C -3.9915 0.4085 -2.7821
C -4.0631 1.6007 -1.7864
C 0.5473 2.6853 1.9674
C 1.1203 2.3196 3.1671
H 0.6324 -0.9494 5.4461
H 2.1928 -1.2654 4.6294
H 2.1660 -0.5399 6.2513
H 0.2736 -0.9600 3.1581
H -0.7252 -0.2899 1.0472
H -0.1105 1.6080 -0.9412
H -0.5653 3.2114 -0.3186
H -2.4957 3.5940 -2.9285
H -1.0085 2.7241 -2.5175
H -1.4574 1.5810 -4.5327
H -3.1713 1.9606 -4.4753
H -0.0059 0.5365 -3.7045
H 1.7170 -0.4697 -2.3974
H 1.5731 -4.1392 2.1872
H 4.2907 -1.1265 1.4178
H 2.6730 -0.5571 1.8426
H 2.7903 -0.4600 -0.5472
H 4.7289 -1.9651 -0.9196
H 3.7500 -3.3685 -0.4870
H 3.3773 -2.4563 -1.9500
H -1.2051 -2.6151 -0.1515
H -2.9652 -1.6201 -1.4602
H -4.2637 -0.5221 -2.2943
H -4.6903 0.5640 -3.6097
H -4.6492 2.4238 -2.2062
H -4.5011 1.2955 -0.8364
H 0.6213 3.7130 1.6397
H 1.6377 3.0402 3.7805

Its SMILES is COc1ccc(CC(=O)N2CCN(c3ccc(C4=NNC(=O)C[C@H]4C)cc3)CC2)cc1. For the lowest unoccupied orbital energy, the calculation gives 0.5 eV.

Model B:
Formula: C24H28N4O3
Source: the OMol25 dataset
Level of theory: wB97M-V/def2-TZVPD

Atoms and positions in Å:
C -4.3323 -2.5773 0.2355
N -3.8229 -1.6133 -0.7174
C -2.6477 -2.0532 -1.4336
C -1.4005 -2.4168 -0.6029
N -0.8042 -1.2665 0.0347
C -0.7357 -1.1463 1.3692
O -1.1085 -2.0131 2.1391
C -0.1151 0.1442 1.9082
C -0.3571 1.4307 1.1049
N 0.7627 1.7833 0.2575
C 0.8432 1.4791 -1.0388
O -0.0233 0.8953 -1.6706
C 2.1653 1.9103 -1.6877
N 3.2367 1.0168 -1.2854
C 3.5578 -0.0494 -2.0750
C 4.5495 -0.9060 -1.7598
C 5.3058 -0.7022 -0.5673
C 6.3674 -1.5347 -0.1881
C 7.0629 -1.2929 0.9725
C 6.7217 -0.2163 1.7925
C 5.6820 0.6116 1.4425
C 4.9656 0.3827 0.2626
C 3.8644 1.2669 -0.0793
O 3.4750 2.1903 0.6328
C -3.7365 -0.2862 -0.1348
C -5.1090 0.3154 0.0292
C -6.0507 0.1823 -0.9837
C -7.3094 0.7380 -0.8490
C -7.6406 1.4402 0.2984
C -6.7075 1.5788 1.3108
C -5.4494 1.0165 1.1771
H -4.4121 -3.5502 -0.2470
H -5.3270 -2.2600 0.5485
H -3.7032 -2.6716 1.1318
H -2.9324 -2.9430 -2.0049
H -2.3752 -1.2669 -2.1440
H -1.6532 -3.1291 0.1847
H -0.6635 -2.8759 -1.2716
H -0.5563 -0.5011 -0.5838
H 0.9615 -0.0281 1.9980
H -0.5026 0.2597 2.9215
H -1.2449 1.3390 0.4746
H -0.5115 2.2639 1.7948
H 1.5942 2.1727 0.7002
H 2.0537 1.8791 -2.7720
H 2.4224 2.9224 -1.3629
H 2.9616 -0.1617 -2.9678
H 4.7787 -1.7386 -2.4037
H 6.6304 -2.3680 -0.8229
H 7.8800 -1.9400 1.2554
H 7.2757 -0.0379 2.7015
H 5.3957 1.4508 2.0582
H -3.2296 -0.2925 0.8442
H -3.1605 0.3467 -0.8190
H -5.7842 -0.3733 -1.8698
H -8.0359 0.6253 -1.6409
H -8.6237 1.8753 0.4041
H -6.9610 2.1219 2.2099
H -4.7262 1.1206 1.9744

Its SMILES is CN(CCNC(=O)CCNC(=O)Cn1ccc2ccccc2c1=O)Cc1ccccc1. For the lowest unoccupied orbital energy, the calculation gives 0.2 eV.

It is model B that is most stable; the runner-up trails by 42.0 kcal/mol.